Entry from the Open Molecules 2025 dataset: C3H3FN2 in the gas phase (ωB97M-V with the def2-TZVPD basis set).

The geometry in XYZ format:
```
9
Properties=species:S:1:pos:R:3:forces:R:3:nbo_charge:R:1
C -0.14854 -0.98782 -0.06157 -0.2 1.3 -0.2 -0.200
C 0.52909 1.10154 -0.04602 -0.1 -0.4 0.6 0.180
C -1.20651 -0.15602 -0.10637 2.6 3.3 0.2 0.480
N -0.77567 1.23355 -0.09418 -0.4 -2.5 0.2 -0.482
N 0.95156 -0.18721 -0.06623 -1.1 1.7 -0.1 -0.514
F -2.44724 -0.47810 -0.03612 -1.8 -0.2 -0.2 -0.284
H -0.11547 -2.00001 0.03246 0.1 -2.5 0.0 0.218
H 1.31127 1.77928 0.28713 -0.6 0.7 -0.7 0.191
H 1.90150 -0.30522 0.09091 1.6 -1.3 0.3 0.412
```
Positions in Å, forces in eV/Å.

Calculated values
**ΔE to the lowest compared entry with this formula, charge and spin**: 14.62 kcal per mole
**Kohn-Sham gap**: 9.8 eV
**E_HOMO**: -9.00 eV
**Electronic energy**: -8856.44457 eV
**SMILES string**: Fc1c[nH]cn1